Record 1
Entry from the OMol25 dataset: a structure of composition C48H52F3N10O3STeY at a distorted geometry (ωB97M-V/def2-TZVPD).

Structure (XYZ):
```
119
Properties=species:S:1:pos:R:3:lowdin_spin:R:1
Te 1.437 -1.773 -2.138 0.599
Y -1.366 1.382 1.765 0.000
S 1.325 0.952 2.797 0.000
F -0.313 1.796 6.797 0.000
F -0.985 -0.041 5.905 0.000
F -2.325 1.107 7.134 0.000
O -2.022 3.242 5.019 0.000
O -2.034 1.306 3.885 0.000
O -2.964 0.250 0.625 0.000
N 0.247 -1.408 3.522 0.000
N -0.990 3.996 2.099 0.000
N -3.107 2.977 0.657 0.000
N -1.071 2.840 -2.473 0.003
N -5.181 2.150 3.037 0.000
N -5.394 1.499 5.107 0.000
N -1.859 6.042 2.386 0.000
N 1.966 -0.642 4.778 0.000
N -0.683 2.171 -0.443 0.002
N -0.958 -0.759 1.010 0.000
C 0.574 -1.516 -5.231 0.021
C 2.304 -6.095 -0.040 0.022
C 0.217 2.373 -2.550 0.006
C 5.072 -2.358 -7.405 0.003
C 1.147 -0.476 3.774 0.000
C -2.301 -3.518 -2.148 0.005
C 1.993 -4.837 -2.073 0.024
C 2.703 -7.362 0.665 0.004
C 0.008 4.858 2.697 0.000
C -3.061 -0.776 -2.008 0.000
C 2.641 1.237 -1.850 0.029
C 2.197 -6.070 -1.412 -0.001
C 4.766 -2.337 -2.412 0.009
C 2.805 -1.936 -6.261 -0.002
C -2.098 -0.703 0.353 0.000
C -5.239 0.815 3.074 0.000
C 2.042 5.732 3.477 0.000
C -1.816 2.030 4.931 0.000
C -1.371 1.223 6.221 0.000
C 2.337 1.626 -3.202 0.006
C 2.056 -1.762 -5.086 0.022
C -3.262 4.309 1.228 0.000
C 4.794 -2.261 -4.926 -0.001
C 2.219 -4.925 0.654 -0.004
C -2.015 4.765 1.929 0.000
C 0.118 7.200 3.404 0.000
C -3.279 -1.511 -3.137 0.000
C -2.955 3.006 -0.819 0.000
C 4.060 -2.194 -3.760 0.015
C 0.431 1.900 -1.239 -0.001
C 1.932 -3.643 -1.311 0.046
C 2.059 -2.408 0.917 0.021
C -5.399 0.373 4.350 0.000
C 1.443 6.981 3.758 0.000
C 2.672 -1.881 -3.854 0.036
C 1.672 1.357 -0.870 0.025
C 1.327 4.656 2.921 0.000
C -5.312 3.967 4.763 0.000
C 1.666 -4.877 -3.573 0.009
C -2.079 -2.803 -1.015 0.008
C -1.587 2.688 -1.242 -0.002
C -0.593 6.100 2.931 0.000
C 1.109 2.176 -3.563 0.005
C 4.178 -2.169 -6.175 0.019
C 2.110 -3.654 0.046 0.024
C -3.011 -2.903 -3.169 0.000
C -2.442 -1.479 -0.879 0.003
C -5.302 2.586 4.286 0.000
H 0.923 2.393 -4.579 0.000
H 2.182 -4.902 1.737 -0.001
H 5.900 -2.368 -4.876 0.000
H -0.271 -1.352 2.628 0.000
H -1.533 3.281 -3.220 0.000
H -4.345 4.489 4.529 0.000
H -0.062 -2.097 4.156 0.000
H 2.172 -6.994 -2.010 0.000
H -2.630 6.679 2.420 0.000
H -3.151 -3.470 -4.063 0.000
H 5.820 -2.320 -2.670 0.001
H 2.422 -2.595 1.909 0.002
H -5.601 1.521 6.093 0.000
H 2.748 -1.650 0.482 0.009
H -1.475 -3.277 -0.268 0.000
H -5.450 3.923 5.871 0.000
H 1.072 -1.939 0.903 0.004
H 1.722 3.682 2.633 0.000
H 3.663 0.857 -1.580 0.001
H -0.352 8.162 3.517 0.000
H 0.099 -2.507 -4.948 0.004
H -3.363 0.200 -1.856 0.000
H 3.755 -7.647 0.602 0.002
H 3.122 5.638 3.615 0.000
H 2.454 0.179 5.008 0.000
H 4.475 -2.254 -8.290 0.000
H -5.418 -0.581 4.790 0.000
H -4.024 4.215 2.002 0.000
H 1.757 -1.298 5.501 0.000
H 2.350 -7.210 1.699 0.000
H -3.756 -1.019 -3.948 0.000
H -6.160 4.514 4.361 0.000
H 2.305 -1.782 -7.210 0.000
H 1.899 1.091 0.165 0.000
H 2.116 7.723 4.162 0.000
H -3.201 3.996 -1.194 0.000
H -3.668 2.300 -1.191 0.000
H -3.663 5.033 0.524 0.000
H 5.902 -1.665 -7.383 0.001
H 3.107 1.492 -3.916 0.000
H 2.174 -8.181 0.180 0.001
H 0.180 -0.759 -4.564 0.008
H 0.800 -4.200 -3.809 0.007
H 2.465 -4.557 -4.291 0.000
H 1.377 -5.892 -3.833 0.000
H -3.882 2.407 0.906 0.000
H -5.273 0.249 2.165 0.000
H -1.939 -4.530 -2.269 0.000
H 4.599 -3.343 -1.951 0.000
H 4.553 -1.578 -1.617 0.004
H 5.514 -3.348 -7.425 0.001
H 0.343 -1.297 -6.236 0.001
```

Values from the calculation:
**Energy**: -3637.75596 hartree
**Charge**: +1
**Energy relative to the best compared isomer or geometry (same formula, charge and spin)**: 8.7 kcal/mol
**Spin multiplicity**: 2

=====

Record 2
Entry from the OMol25 dataset: a structure of composition C36H50AlN4S3Si (ωB97M-V/def2-TZVPD).

Structure (XYZ):
```
95
Properties=species:S:1:pos:R:3:mulliken_charge:R:1
S -1.982 3.237 -2.869 -0.408
S -1.275 -3.863 0.115 -0.378
S 0.745 1.870 0.271 -0.499
Si 0.835 3.959 3.044 0.126
Al 1.384 -0.388 -0.304 -1.333
N 2.095 0.231 1.716 0.069
N -2.643 2.220 -0.523 0.284
N -3.332 0.987 -2.329 0.298
N 0.224 -0.685 -1.864 1.480
C -6.280 -0.760 -3.732 -1.137
C -1.024 -1.834 -4.111 -0.934
C -1.128 -2.437 -2.882 -0.887
C 5.946 -1.818 1.905 -0.827
C 1.837 5.169 2.025 -1.080
C -0.295 -0.606 -4.208 -0.986
C 0.288 -0.099 -3.086 -0.321
C 2.922 0.471 3.922 -1.531
C 4.455 -2.241 0.035 0.016
C -4.821 1.264 -4.283 -0.741
C 2.323 1.725 3.990 0.100
C 4.534 -3.750 1.930 -0.821
C -3.342 -0.438 3.031 -1.402
C -3.137 -0.946 1.607 -0.315
C -0.410 -2.470 -0.461 0.412
C 5.097 -1.628 -2.299 -1.920
C 0.886 4.484 4.850 -1.168
C 0.374 -2.694 1.691 -0.892
C -2.678 2.073 -1.864 0.329
C 1.529 1.446 1.767 -0.104
C -0.516 -1.878 -1.755 0.234
C 5.507 -2.976 2.540 -0.443
C -2.414 0.052 0.711 2.802
C 2.963 -2.827 -1.939 -2.498
C 3.187 -0.473 -1.108 -1.795
C 0.457 -1.941 0.486 1.364
C -3.517 0.690 -3.741 -1.362
C 4.017 -3.389 0.689 0.203
C 2.768 -0.251 2.754 -0.003
C -0.955 4.020 2.507 -0.644
C 5.417 -1.456 0.679 -0.160
C 3.916 -1.790 -1.328 3.479
C 1.601 2.251 2.923 0.496
C -6.072 0.743 -3.581 -0.293
C -3.219 1.324 0.460 -1.642
C -0.494 -3.747 1.658 -0.681
H 5.628 -2.574 -2.440 0.397
H -3.788 -1.206 3.666 0.420
H 6.691 -1.188 2.377 0.378
H 3.188 -1.243 2.630 0.455
H -1.658 -3.377 -2.767 0.425
H 3.482 0.062 4.752 0.438
H 1.486 6.194 2.165 0.351
H -2.550 -1.866 1.631 -0.057
H 3.754 0.390 -1.462 0.286
H -3.477 -0.394 -3.851 0.300
H -6.295 -1.048 -4.786 0.280
H -4.106 -1.208 1.163 0.391
H -3.996 0.437 3.069 0.354
H 1.902 4.628 5.223 0.317
H 3.249 -4.005 0.242 0.236
H 2.893 5.127 2.302 0.350
H 0.847 0.830 -3.125 0.438
H -1.452 0.319 1.153 -0.606
H -1.485 -2.276 -4.986 0.427
H -6.946 1.270 -3.975 0.376
H -7.224 -1.078 -3.286 0.364
H -1.385 4.983 2.797 0.448
H 0.359 5.435 4.965 0.309
H 2.101 -3.018 -1.301 0.422
H -2.668 1.097 -4.285 0.622
H -5.484 -1.331 -3.250 0.259
H 1.757 4.921 0.965 0.300
H 2.588 -2.447 -2.891 0.363
H -4.876 1.032 -5.353 0.423
H 5.741 -0.534 0.210 0.269
H 0.963 -2.475 2.576 0.309
H -2.384 -0.156 3.474 0.235
H 3.476 -3.777 -2.127 0.512
H -0.210 -0.072 -5.145 0.476
H -6.017 1.001 -2.519 0.175
H -4.241 1.071 0.149 0.164
H 4.724 -1.291 -3.268 0.487
H -2.162 -0.426 -0.239 -0.731
H 4.166 -4.644 2.420 0.376
H -3.318 1.899 1.381 0.441
H -1.998 2.931 -0.220 -0.171
H 0.391 3.748 5.489 0.326
H -1.539 3.229 2.983 0.224
H -1.042 3.914 1.427 -0.073
H -3.507 0.240 -1.679 0.228
H -4.773 2.352 -4.196 0.274
H 5.911 -3.260 3.504 0.372
H 5.812 -0.886 -1.938 0.367
H 2.418 2.298 4.906 0.339
H -0.716 -4.464 2.432 0.448
```

Values from the calculation:
**Energy**: -3347.48461 hartree
**Charge**: -1
**Energy relative to the best compared isomer or geometry (same formula, charge and spin)**: 5.0 kcal/mol
**Spin multiplicity**: 1

=====

Record 3
Entry from the OMol25 dataset: an isolated molecule of C20H34N2O3S (ωB97M-V/def2-TZVPD).

Structure (XYZ):
```
60
Properties=species:S:1:pos:R:3:nbo_charge:R:1
S -0.894 1.245 0.678 2.325
O -1.634 1.256 1.908 -0.947
O -0.956 2.434 -0.136 -0.955
O -2.271 -3.941 -1.790 -0.493
N 2.821 2.021 2.433 -0.683
N 0.671 0.858 1.097 -0.904
C -1.646 -1.303 0.573 -0.153
C -2.306 -3.707 0.924 -0.623
C 3.554 0.863 1.937 0.128
C 2.071 2.715 0.203 -0.436
C -1.332 -0.226 -0.243 -0.371
C -1.644 -1.612 -2.153 -0.274
C -1.964 -2.540 0.054 -0.059
C 2.512 3.181 1.604 0.130
C -3.877 -3.973 -5.216 -0.606
C 1.348 3.907 2.301 -0.602
C 3.003 0.438 0.557 -0.407
C -2.417 -4.188 -3.173 -0.058
C -0.971 0.747 -2.562 -0.661
C -1.318 -0.364 -1.620 0.033
C 5.077 1.085 1.849 -0.620
C 3.680 4.178 1.487 -0.619
C -1.964 -2.694 -1.346 0.330
C 3.299 -0.257 2.959 -0.600
C -3.742 -3.663 -3.731 -0.426
C 1.741 1.219 0.192 -0.047
H -2.388 -5.278 -3.259 0.194
H -3.075 -3.503 -5.781 0.202
H 2.236 -0.467 3.023 0.217
H -3.805 -2.586 -3.568 0.207
H 1.620 4.162 3.323 0.201
H 1.403 0.929 -0.808 0.213
H 4.529 3.741 0.967 0.203
H 1.192 3.274 -0.113 0.248
H 3.750 0.621 -0.217 0.210
H 3.207 2.322 3.320 0.370
H 4.007 4.494 2.476 0.202
H -2.297 -3.419 1.971 0.216
H -4.826 -3.603 -5.594 0.218
H 0.457 3.284 2.324 0.217
H 2.868 2.889 -0.523 0.205
H 3.820 -1.165 2.666 0.206
H -1.569 -3.779 -3.737 0.170
H -1.593 -4.514 0.765 0.222
H 3.655 0.040 3.943 0.202
H -0.947 1.698 -2.041 0.263
H -1.702 0.799 -3.367 0.219
H -1.650 -1.135 1.638 0.239
H -3.833 -5.046 -5.388 0.204
H 5.575 0.147 1.613 0.210
H 5.462 1.448 2.800 0.204
H 1.106 4.823 1.768 0.210
H 0.898 1.134 2.044 0.436
H -3.291 -4.090 0.664 0.223
H -1.634 -1.710 -3.227 0.208
H -4.559 -4.128 -3.177 0.208
H 0.005 0.564 -3.013 0.215
H 5.330 1.805 1.077 0.204
H 3.361 5.057 0.934 0.212
H 2.776 -0.627 0.563 0.221
```

Values from the calculation:
**Energy**: -1515.90995 hartree
**Charge**: 0
**Energy relative to the best compared isomer or geometry (same formula, charge and spin)**: 4.4 kcal/mol
**Spin multiplicity**: 1
**SMILES string**: CCCOc1cc(C)c(S(=O)(=O)NC2CC(C)(C)NC(C)(C)C2)cc1C

=====

Record 4
Entry from the OMol25 dataset: a structure of composition C15H39F3O8Y at a distorted geometry (ωB97M-V/def2-TZVPD).

Structure (XYZ):
```
66
Properties=species:S:1:pos:R:3:mulliken_charge:R:1
Y 6.650 31.245 3.335 1.713
F 6.532 29.080 7.351 -0.267
F 8.299 27.857 6.870 -0.236
F 6.324 26.904 7.090 -0.252
O 6.944 26.770 -3.907 -0.554
O 7.168 29.336 4.567 -0.880
O 5.255 28.196 4.950 -0.327
O 4.457 30.723 4.141 -0.245
O 4.539 32.349 -0.940 -0.488
O 10.152 28.449 2.119 -0.532
O 5.661 30.261 1.506 -0.393
O 3.195 24.567 -1.478 -0.552
C 4.058 25.650 -1.894 0.196
C 6.672 28.201 5.137 0.173
C 4.783 26.955 4.459 -0.078
C 3.343 31.418 3.553 -0.120
C 6.532 28.137 -3.939 0.149
C 9.801 27.047 1.894 -0.416
C 7.199 28.875 -2.805 -0.932
C 4.986 29.221 0.860 -0.097
C 3.148 32.660 -1.222 -0.117
C 6.979 27.999 6.638 0.792
C 3.122 26.683 -2.556 -0.912
C 2.624 31.547 -2.122 -0.732
C 3.252 27.045 4.291 -1.327
C 8.312 26.968 1.685 -0.371
C 2.159 31.542 4.493 -1.238
H 10.406 26.580 1.117 0.360
H 1.493 32.287 4.048 0.418
H 2.458 32.030 5.419 0.295
H 6.805 28.538 -4.919 0.321
H 2.392 26.162 -3.179 0.384
H 1.543 31.550 -2.272 0.374
H 4.648 26.059 -1.073 0.059
H 10.051 26.588 2.860 0.301
H 7.775 27.611 2.382 -0.101
H 2.635 32.495 -0.266 0.125
H 2.779 26.824 5.247 0.369
H 4.611 32.052 -0.034 0.206
H 5.456 28.286 -3.812 -0.064
H 2.862 30.574 -1.687 0.022
H 8.224 29.176 -3.051 0.389
H 4.947 26.123 5.145 0.402
H 4.555 29.532 -0.097 0.003
H 1.662 30.578 4.533 0.331
H 3.033 30.934 2.621 0.202
H 3.020 33.683 -1.560 0.298
H 2.928 27.987 3.844 0.194
H 3.686 32.403 3.210 0.390
H 3.386 24.402 -0.549 0.304
H 2.505 27.079 -1.748 0.238
H 7.148 27.365 4.609 0.253
H 4.208 28.874 1.554 0.156
H 4.747 25.212 -2.619 0.116
H 5.207 26.627 3.505 0.233
H 7.899 25.966 1.786 0.454
H 7.202 28.322 -1.869 0.070
H 6.790 29.883 -2.679 0.313
H 6.284 26.260 -4.389 0.312
H 4.235 29.778 4.261 0.159
H 3.153 31.517 -3.077 0.274
H 5.626 28.370 0.597 -0.012
H 8.069 27.380 0.700 0.020
H 3.642 27.362 -3.227 0.173
H 2.870 26.258 3.637 0.400
H 11.080 28.389 2.375 0.303
```

Values from the calculation:
**Energy**: -1534.46583 hartree
**Charge**: +1
**Energy relative to the best compared isomer or geometry (same formula, charge and spin)**: 153.4 kcal/mol
**Spin multiplicity**: 1

=====

Record 5
Entry from the OMol25 dataset: an isolated molecule of C2H5N3 at a distorted geometry (ωB97M-V/def2-TZVPD).

Structure (XYZ):
```
10
Properties=species:S:1:pos:R:3:nbo_charge:R:1
N -2.108 -0.442 -0.302 -0.626
N 0.072 0.214 0.467 -0.662
N 2.296 -0.287 -0.148 -0.640
C -1.236 0.489 0.150 0.252
C 1.167 0.330 -0.341 0.279
H -1.667 1.530 -0.047 0.196
H -1.847 -1.430 -0.451 0.347
H 0.164 -0.523 1.115 0.389
H 1.134 1.036 -1.082 0.171
H 2.026 -0.918 0.638 0.295
```

Values from the calculation:
**Energy**: -243.40801 hartree
**Charge**: 0
**Energy relative to the best compared isomer or geometry (same formula, charge and spin)**: 33.9 kcal/mol
**Spin multiplicity**: 1
**SMILES string**: [H]/N=C\N/C=N\[H]

=====

Record 6
Entry from the OMol25 dataset: a cluster of 3 separate species, C6H14O in total at a distorted geometry (ωB97M-V/def2-TZVPD).

Structure (XYZ):
```
21
Properties=species:S:1:pos:R:3:nbo_charge:R:1
O -0.496 -1.354 -3.027 -0.936
C 0.238 -1.432 0.004 -0.508
C 0.870 0.983 -0.114 -0.159
C -1.632 0.628 1.772 -0.610
C -0.071 0.003 -0.136 -0.076
C -1.531 0.318 0.231 -0.431
C 2.310 0.910 0.244 -0.660
H -2.187 -0.492 -0.070 0.211
H 0.593 1.892 -0.645 0.192
H 2.419 -0.100 0.639 0.216
H -0.351 -0.655 -2.375 0.472
H -1.607 1.248 -0.318 0.212
H 0.001 -1.937 1.647 0.068
H 1.243 -1.810 -0.237 0.218
H 3.023 1.088 -0.599 0.222
H -2.154 1.545 2.015 0.213
H -0.616 -1.942 -0.452 0.223
H 2.639 1.616 1.019 0.232
H -0.537 0.663 1.898 0.223
H -2.064 -0.204 2.316 0.210
H -0.090 -0.967 -3.813 0.467
```

Values from the calculation:
**Energy**: -312.09664 hartree
**Charge**: 0
**Energy relative to the best compared isomer or geometry (same formula, charge and spin)**: 99.4 kcal/mol
**Spin multiplicity**: 1

=====

Record 7
Entry from the OMol25 dataset: a cluster of 2 separate species, C2H2N3P in total at a distorted geometry (ωB97M-V/def2-TZVPD).

Structure (XYZ):
```
8
Properties=species:S:1:pos:R:3:nbo_charge:R:1
P 0.095 -0.706 -0.938 1.199
N 2.144 1.625 1.343 -0.546
N -0.614 -1.456 0.240 -1.102
N -1.107 1.883 -0.968 -0.137
C 1.855 1.268 0.280 -0.093
C -0.696 0.844 -1.166 -0.190
H -1.296 -1.051 0.817 0.434
H -0.381 -2.408 0.392 0.437
```

Values from the calculation:
**Energy**: -582.89870 hartree
**Charge**: 0
**Energy relative to the best compared isomer or geometry (same formula, charge and spin)**: 74.3 kcal/mol
**Spin multiplicity**: 1

=====

Record 8
Entry from the OMol25 dataset: a structure of composition C20H24N4O at a distorted geometry (ωB97M-V/def2-TZVPD).

Structure (XYZ):
```
49
Properties=species:S:1:pos:R:3:nbo_charge:R:1
O -0.321 -1.802 -3.189 -0.526
N -4.260 1.950 -0.410 -0.344
N -0.767 -1.506 2.735 -0.273
N -2.915 0.212 2.409 -0.835
N -1.015 -1.258 1.439 -0.285
C -0.131 -0.443 3.454 -0.383
C 0.107 -3.033 0.745 -0.454
C 0.216 1.635 -0.259 -0.123
C -1.256 -0.130 -1.201 -0.224
C 1.462 2.654 -0.133 -0.229
C 1.983 2.841 -1.438 0.005
C 2.563 5.089 -1.857 -0.619
C 1.604 1.986 -2.750 -0.225
C -3.297 1.220 -0.314 0.244
C -0.190 -2.254 -2.136 0.567
C -0.493 -1.399 -0.949 -0.196
C 0.370 1.193 -2.464 -0.177
C -1.554 -2.467 3.429 -0.382
C 0.299 -3.598 -2.077 -0.447
C -2.382 0.273 -0.141 -0.298
C -0.610 -1.844 0.253 0.264
C -0.229 0.987 -1.377 -0.088
C -2.003 -0.212 1.238 0.476
C 1.133 -3.537 -0.482 -0.378
C 2.866 3.844 -1.598 -0.353
H 3.266 5.835 -1.998 0.230
H -0.639 0.195 3.934 0.187
H -0.409 -3.893 0.796 0.214
H -0.703 -3.074 4.099 0.177
H -0.123 0.775 -3.327 0.216
H 3.701 3.361 -2.532 0.159
H 0.974 -3.677 -2.738 0.218
H 0.708 -0.173 2.711 0.217
H -2.072 -1.896 4.059 0.177
H -3.240 -0.730 2.834 0.384
H 1.943 2.263 -3.748 0.227
H -1.822 -0.031 -2.277 0.250
H -0.338 -4.329 -1.785 0.229
H 3.551 3.776 -0.514 0.172
H 0.754 -3.163 1.476 0.238
H -3.537 0.850 2.069 0.396
H 1.800 5.278 -1.135 0.212
H 1.657 3.034 0.743 0.202
H 1.884 5.003 -2.787 0.195
H 1.939 -2.761 -0.643 0.194
H -0.273 1.396 0.914 0.193
H 0.259 -0.949 4.188 0.191
H -2.142 -3.074 2.966 0.205
H 1.684 -4.418 -0.233 0.200
```

Values from the calculation:
**Energy**: -1070.17687 hartree
**Charge**: 0
**Energy relative to the best compared isomer or geometry (same formula, charge and spin)**: 420.8 kcal/mol
**Spin multiplicity**: 1